Record 1
Computed, not measured: C36H64F12O21S4V as an isolated structure in a non-equilibrium geometry, with wB97M-V/def2-TZVPD.

As for the expectation value of S²: 0.7708. Its total energy is -6725.38576 Eh. As for the multiplicity: 2. Its total charge is -2.

XYZ file:
```
138
C36H64F12O21S4V, DFT wB97M-V/def2-TZVPD
V 25.02921 -36.03566 -13.48360
S 23.72323 -33.32659 -15.32011
S 28.11065 -34.17251 -14.11436
S 21.23244 -35.96821 -13.59571
S 24.17240 -33.65639 -11.05421
F 27.40245 -31.66393 -14.64197
F 19.17428 -37.33622 -12.62191
F 26.31534 -33.66268 -9.51187
F 20.79758 -37.10176 -11.19318
F 27.16341 -32.24856 -12.59325
F 25.46930 -33.73320 -17.30739
F 23.39520 -33.82270 -17.94556
F 24.95540 -35.28773 -9.07074
F 29.15864 -31.85944 -13.37056
F 24.25805 -31.91755 -17.46363
F 24.47796 -33.26669 -8.43385
F 20.98008 -38.49553 -12.84244
O 20.69851 -30.01834 -15.79402
O 24.30076 -32.18418 -14.64806
O 27.04442 -35.37135 -20.87593
O 24.10345 -37.31529 -15.33585
O 22.28891 -33.24195 -15.36738
O 21.63334 -31.76346 -21.16645
O 20.61682 -34.73598 -13.17681
O 24.43539 -32.26971 -11.31470
O 28.53531 -34.19248 -15.49653
O 18.64843 -32.72014 -14.52049
O 27.97198 -29.80464 -18.18530
O 23.35030 -29.25047 -12.99362
O 26.77340 -34.73706 -13.89718
O 22.67665 -36.01743 -13.34780
O 24.72223 -37.36051 -12.74195
O 24.85328 -34.60451 -11.97070
O 22.78859 -33.96497 -10.81984
O 24.31483 -34.60494 -14.91287
O 19.42869 -34.86996 -18.99721
O 29.15087 -34.68619 -13.22967
O 20.84081 -36.42343 -14.93658
C 19.64455 -29.19424 -16.21095
C 28.74199 -31.98087 -17.88329
C 24.25495 -33.21388 -17.11929
C 18.74211 -33.77556 -15.48854
C 27.96712 -32.35612 -13.65092
C 20.37899 -34.60204 -20.02635
C 23.90097 -31.25758 -21.45375
C 24.52951 -37.11083 -16.68257
C 27.95432 -35.26331 -21.99239
C 25.01796 -33.99262 -9.40005
C 20.89408 -29.64078 -18.13546
C 23.08374 -39.05450 -16.49802
C 28.29828 -33.75189 -22.13976
C 24.85276 -28.54843 -14.59591
C 19.78155 -36.04794 -18.25916
C 19.43360 -29.47252 -17.70436
C 23.59577 -38.62898 -15.11132
C 23.11393 -30.00613 -21.87851
C 22.89960 -31.86371 -20.51139
C 17.29637 -32.40207 -14.40904
C 16.66325 -32.49101 -15.81679
C 29.27987 -29.81015 -18.73992
C 21.26708 -36.23886 -18.54010
C 21.57859 -30.24025 -16.89985
C 21.65600 -30.55164 -21.91472
C 27.12794 -33.11303 -21.43472
C 23.96894 -27.32704 -14.32298
C 22.93046 -27.95406 -13.35906
C 24.74070 -29.34152 -13.29945
C 17.64081 -33.43155 -16.52305
C 24.07114 -38.38167 -17.43327
C 26.85387 -34.07761 -20.30749
C 21.41858 -35.73240 -19.95733
C 20.50076 -37.28322 -12.47101
C 29.67707 -31.29216 -18.83247
C 27.49234 -31.11739 -17.95430
H 26.19074 -33.09641 -22.00077
H 23.38935 -29.53138 -22.81536
H 23.05504 -40.14330 -16.50477
H 23.10398 -29.32455 -21.02710
H 21.72645 -31.29957 -17.11233
H 24.55378 -26.51480 -13.89239
H 16.76270 -33.12797 -13.77034
H 28.61695 -33.04565 -18.06890
H 24.89671 -39.07916 -17.58699
H 21.02367 -36.49740 -20.63227
H 25.86886 -28.28223 -14.88982
H 21.81771 -35.70705 -17.76139
H 22.98533 -32.90120 -20.18086
H 24.08547 -36.19187 -17.05039
H 29.98975 -29.25019 -18.12094
H 24.39705 -29.19475 -15.34866
H 25.82588 -33.98209 -19.95296
H 26.87965 -31.27747 -17.06877
H 25.13587 -30.34533 -13.41151
H 17.20277 -34.35718 -16.89586
H 27.37499 -35.58621 -22.85973
H 24.36300 -39.29303 -14.69520
H 22.55812 -29.79277 -16.72991
H 16.53484 -31.49384 -16.23932
H 22.40395 -35.37550 -20.25080
H 23.56325 -38.16583 -18.37307
H 20.94828 -30.25766 -19.03539
H 19.58855 -36.01525 -17.18625
H 22.83087 -38.51043 -14.34724
H 30.73260 -31.55647 -18.76114
H 22.78608 -27.32309 -12.46984
H 23.44271 -26.98392 -15.21488
H 19.16284 -36.87572 -18.63740
H 18.58982 -34.80156 -15.14211
H 19.94825 -28.14909 -16.04108
H 24.09799 -31.88249 -22.32669
H 21.51726 -37.28980 -18.37240
H 15.66699 -32.91693 -15.67859
H 24.84021 -30.99613 -20.96674
H 21.27739 -30.75321 -22.92121
H 18.82683 -30.35504 -17.90264
H 18.98913 -28.60104 -18.19142
H 19.77296 -33.65205 -15.81817
H 22.09469 -38.60559 -16.60166
H 29.26548 -29.30982 -19.71215
H 27.48172 -33.92800 -19.42551
H 22.80957 -31.34894 -19.54301
H 21.26665 -28.64066 -18.37758
H 18.68710 -29.35607 -15.70825
H 21.95996 -28.05428 -13.85227
H 25.61704 -37.10949 -16.79114
H 26.88205 -31.45822 -18.80508
H 29.43797 -31.59965 -19.86456
H 18.13410 -32.93289 -17.35857
H 20.98834 -29.79471 -21.48837
H 20.80863 -33.63066 -19.78050
H 27.32956 -32.07787 -21.15551
H 19.89755 -34.58231 -21.00651
H 29.19325 -33.54221 -21.54704
H 29.17592 -31.97232 -16.87797
H 28.82179 -35.88819 -21.78686
H 25.30363 -28.90365 -12.45903
H 17.15673 -31.44430 -13.90135
H 28.51046 -33.51932 -23.18168
```

Record 2
Computed, not measured: C36H65BN5O3P2RbSSi as an isolated structure in a non-equilibrium geometry, with wB97M-V/def2-TZVPD.

As for the energy above the lowest of the compared OMol25 structures with the same formula, charge and spin: 127.35 kcal per mole. Its total charge is -2.

XYZ file:
```
115
C36H65BN5O3P2RbSSi, DFT wB97M-V/def2-TZVPD
Rb -0.01457 -1.09517 0.68840
S -3.05569 -2.91053 1.55248
P -1.43830 0.21229 -3.22035
P 0.97323 2.61780 1.60428
Si -4.00899 -4.92649 4.02395
O 2.57517 -1.95855 3.18963
O 3.15567 -1.89027 -2.02264
O -2.43813 0.25349 1.05206
N 1.30627 2.53958 -1.13688
N 2.81289 -1.87875 -0.67846
N 2.39697 -2.20966 1.97199
N 1.09317 0.94556 -2.72997
N -1.18848 -1.96401 3.24010
C 2.81655 1.77908 3.34260
C 2.85011 2.64560 2.03346
C -3.36478 2.16113 -4.34372
C -3.55854 -1.42644 -4.61225
C 2.24899 1.72249 -3.02979
C 3.13159 1.67140 -4.09836
C -2.82201 -3.38397 4.24523
C 3.90001 3.89592 -3.53671
C -1.15316 -1.98901 -5.14572
C -1.38012 3.99127 1.81796
C 0.30254 0.02755 -3.57142
C -2.15764 -2.32604 -2.86729
C 3.44771 -2.83295 -0.05132
C -2.29941 -2.77142 3.10182
C 3.47285 4.02027 2.30164
C -5.56610 -4.48184 2.97751
C -2.07807 -1.34205 -4.07222
C 3.16338 3.86937 -2.34764
C 0.02637 4.07770 2.53691
C 4.51340 -3.48436 2.15961
C 1.19994 3.47634 -0.00597
C 2.36523 2.75445 -2.09949
C 0.67342 5.43283 2.43624
C -0.18893 3.74592 4.07003
C -3.08360 -6.24064 3.03690
C -1.15895 -2.19467 5.62031
C -2.29123 -2.98799 5.52467
C -1.00791 3.00744 -4.08392
C -1.83225 1.82300 -4.45948
C 3.64097 2.00144 0.94902
C 3.88277 2.79786 -4.37719
C -4.40268 -5.58605 5.63298
C -0.57373 -1.75231 4.46397
C 3.39271 -2.90041 1.37675
C -1.52390 1.27189 -5.90017
C 4.13065 -4.03436 -0.74685
B 0.43976 1.47944 -1.55019
H -4.36044 -1.06907 -3.93040
H -0.73341 -2.01042 6.61321
H 2.71028 -1.05597 -2.37168
H -6.39702 -4.84846 3.58099
H -1.48457 3.95615 -4.41204
H -4.01870 1.40860 -4.66785
H 1.51952 5.57481 1.74165
H -1.20074 -2.56646 -2.46844
H -3.60054 -0.86546 -5.54709
H 4.51893 3.92449 2.64114
H -2.57667 -6.07528 2.10445
H -1.63516 2.94557 1.73257
H -4.68387 -4.71746 6.26895
H -0.41163 1.08813 -5.93568
H 3.57287 4.64045 1.41732
H 0.78175 4.01474 4.61189
H -2.72202 -3.24089 -3.10217
H 3.18730 4.77458 -1.76316
H 5.18273 -3.98864 1.47984
H -2.79169 -1.96782 -2.03752
H -3.59146 3.04369 -4.94727
H -3.53066 2.29368 -3.28823
H -0.11775 6.17290 2.13352
H -1.08349 4.26180 4.47821
H 2.82256 0.69480 3.00743
H -1.76680 -2.73052 -5.71838
H -3.82773 -2.43046 -4.89360
H 3.28223 1.08416 0.50906
H -0.33798 2.63425 4.26090
H -2.01279 0.34496 -6.16886
H 3.28814 0.71635 -4.62183
H -0.84678 -1.29971 -5.96599
H 3.88610 -3.98870 -1.79759
H 4.89169 -2.73636 2.85820
H -2.75344 -3.56854 6.34338
H -5.63028 -3.42589 3.02640
H 2.90980 4.53806 3.21150
H 4.13645 -4.21543 2.86591
H -5.30907 -6.22586 5.57756
H -3.85050 -6.94074 2.83452
H 0.45808 0.34695 -4.61548
H -0.89855 3.14255 -2.97351
H -0.25759 -2.43372 -4.68212
H 2.05440 4.21212 -0.08948
H 0.69130 -1.01891 -3.57127
H -2.76151 -0.63259 1.11127
H 4.56301 4.72391 -3.80130
H 1.12944 5.70225 3.42910
H -1.76567 1.96212 -6.71415
H 3.61356 2.57322 -0.00429
H 0.30605 -1.15090 4.35068
H 0.01554 2.97782 -4.49300
H -2.12372 4.45295 2.56067
H 0.26664 4.02960 -0.08783
H -2.28002 -6.59263 3.63656
H 4.43788 2.80265 -5.25355
H 4.74688 1.92377 1.19071
H 3.75748 1.96789 3.89670
H -5.81944 -4.83991 1.99604
H 2.02438 2.00962 4.01407
H 3.78253 -5.00218 -0.34047
H -1.36670 4.54421 0.84494
H 5.25745 -3.97923 -0.70444
H -3.60624 -6.16255 6.03309
H -2.96555 0.64376 0.34380
```

Record 3
Computed, not measured: a 4-piece molecular cluster, C36H65BNO5P overall in a non-equilibrium geometry, with wB97M-V/def2-TZVPD.

Its total energy is -2207.81386 Eh. The structure (SMILES) is COB(O)C1=C(COc2cc(C)ccc2C(C)C)C(=O)C=C([PH2]=N)C1=O.CCCCCC.CCCCCC.CCCCCC. Its total charge is 0.

XYZ file:
```
109
C36H65BNO5P, DFT wB97M-V/def2-TZVPD
P 9.44938 1.92403 -2.22376
O 4.04135 -0.18719 1.99791
O 9.20184 -0.34870 0.04382
O 7.54575 -1.53360 3.21582
O 5.62562 3.38182 0.83970
O 6.49823 -2.38072 1.20352
N 9.21608 0.88312 -3.39831
C 3.56930 -1.72658 -2.80394
C 1.52595 0.93229 -0.63083
C -6.05858 -4.63770 -2.62117
C -0.49654 -2.53862 -1.99053
C -3.00995 3.58763 3.05980
C -7.15278 -3.16734 -0.07498
C -8.74973 -1.23279 -0.53985
C -4.45064 3.91644 3.45088
C -6.00672 -2.69216 -0.97127
C 1.64596 1.74930 1.85600
C -6.09919 -3.12567 -2.43434
C 3.74722 -0.82844 -0.34632
C 1.19575 3.15056 1.24618
C -2.10687 -2.83972 -3.98738
C -1.89722 -4.34708 -4.13049
C 6.26800 2.39252 0.54661
C 6.12807 1.04256 1.32081
C 1.94089 0.12357 -1.78833
C -8.55162 -2.74377 -0.52346
C -2.07772 6.23100 1.65094
C 8.25476 1.63642 -0.82712
C -4.68876 3.89636 4.95613
C 8.25802 0.41298 0.11700
C 7.10048 0.10270 1.12146
C 4.90668 0.92422 2.27765
C -2.14157 6.01983 3.15901
C -0.93392 -2.06952 -3.37760
C 0.33316 0.98315 2.39016
C 2.18816 0.88578 0.67049
C -0.74567 -4.71177 -5.05970
C -1.95101 4.56138 3.57503
C 6.52605 -1.28919 4.20872
C 3.32904 -0.01540 0.80653
C 3.08033 -0.79248 -1.64064
C -1.58013 -2.38422 -0.93008
C 7.28009 2.57585 -0.62852
B 7.07651 -1.31069 1.90373
H 4.62120 -1.51671 -0.23508
H -5.06471 -3.06131 -0.55088
H 1.38413 0.16944 -2.75836
H 5.48738 -1.53074 3.85445
H -5.94357 -1.59984 -0.93257
H 2.33546 1.83218 2.73043
H -5.25623 -2.68692 -2.97714
H 8.94898 1.37960 -4.25313
H -1.19770 -2.68995 0.04646
H 0.37238 -1.94797 -1.68587
H -8.08878 -0.74637 -1.25979
H 6.69902 -1.87874 5.15108
H -9.28095 -3.18227 0.16430
H 1.08962 3.97353 1.99774
H 0.64110 1.58736 -0.80305
H 6.25373 -3.08646 1.83407
H -2.17130 7.29355 1.41497
H -0.16259 -3.58018 -2.02572
H -9.77748 -0.99057 -0.82021
H -7.12477 -4.25883 0.00366
H -2.94768 3.52707 1.96823
H 9.21144 3.24129 -2.73582
H -4.74497 4.88877 3.04515
H -1.35322 6.61716 3.62703
H -6.97618 -2.79017 0.93836
H 7.22144 3.49129 -1.26981
H 6.60494 -0.20574 4.52053
H -7.00480 -2.72238 -2.89689
H -0.44902 0.95740 1.58525
H 0.63563 -0.06659 2.63927
H 2.88163 -2.62454 -2.82612
H -5.74114 4.09164 5.17386
H 0.21168 -4.35242 -4.67704
H -8.56155 -0.80458 0.44792
H 4.59244 -2.13840 -2.60660
H -6.91491 -5.12552 -2.15101
H -1.91091 4.51204 4.66803
H -0.67316 -5.79704 -5.16185
H -3.08956 6.40668 3.54457
H -1.20819 -1.00968 -3.32368
H -2.45266 -3.00374 -1.15075
H -5.14424 -5.05927 -2.19578
H -8.77667 -3.15450 -1.51224
H 5.17913 0.88394 3.36618
H 4.28679 1.86145 2.16856
H -1.73742 -4.80554 -3.14994
H 0.00372 1.51396 3.31895
H -1.90587 -1.34357 -0.85331
H -4.09958 4.65998 5.46805
H -2.88456 5.70690 1.13500
H -2.31969 -2.41653 -4.97549
H 10.78301 1.91732 -1.70543
H 0.18208 2.98717 0.78957
H 1.91164 3.48086 0.45319
H -2.81720 -4.78624 -4.52855
H -1.12361 5.88058 1.24858
H -5.11052 3.17750 2.98575
H -4.43286 2.92176 5.37885
H -3.00616 -2.66602 -3.38802
H -0.97302 4.21368 3.22423
H -0.07332 -2.12170 -4.05341
H -6.08079 -4.88678 -3.68460
H -2.75998 2.58753 3.43113
H 3.46981 -1.24336 -3.80832
H -0.90088 -4.29055 -6.05618
```